# 1
Below is an isolated molecule of C21H27N3O, with properties calculated with wB97M-V/def2-TZVPD.

Results
Spin multiplicity ... 1
Total energy ... -1055.9402 hartree
Lowest unoccupied orbital energy ... 0.71 eV
Energy above the lowest of the compared OMol25 structures with the same formula, charge and spin ... 0.0 kcal per mole
Gap between HOMO and LUMO ... 9.1 eV
Highest occupied orbital energy ... -8.43 eV

CARTESIAN COORDINATES (ANGSTROEM)
1 O -1.734458 -3.308340 -1.351873
2 C -2.010427 -2.576379 -0.423539
3 C -1.415454 -2.733808 0.979433
4 N -0.255265 -1.893811 1.224421
5 C 0.846213 -2.148655 0.313826
6 C 2.086925 -1.425593 0.823140
7 N 1.829100 0.001309 0.894540
8 C 3.020225 0.744666 1.267054
9 C 4.059593 0.680479 0.180810
10 C 3.685948 0.893160 -1.140949
11 C 4.626680 0.845210 -2.152556
12 C 5.955518 0.590409 -1.854604
13 C 6.335654 0.379413 -0.541092
14 C 5.391197 0.420912 0.470714
15 C 0.721063 0.245537 1.794575
16 C -0.522345 -0.471029 1.273267
17 N -2.855455 -1.529916 -0.539263
18 C -3.392756 -1.089441 -1.808916
19 C -4.551561 -0.116195 -1.574528
20 C -4.070924 1.055187 -0.763098
21 C -3.304538 2.052518 -1.354613
22 C -2.787638 3.087679 -0.597222
23 C -3.027015 3.139190 0.766044
24 C -3.794701 2.156090 1.364789
25 C -4.311755 1.120649 0.604353
26 H -2.169102 -2.504489 1.738069
27 H -1.098030 -3.773073 1.096075
28 H 1.031259 -3.223488 0.279753
29 H 0.622406 -1.802330 -0.707821
30 H 2.919681 -1.595687 0.137706
31 H 2.356806 -1.830061 1.815506
32 H 2.724624 1.790416 1.410211
33 H 3.448479 0.383309 2.220165
34 H 2.646949 1.083888 -1.362007
35 H 4.325274 1.008065 -3.177192
36 H 6.691611 0.554428 -2.644277
37 H 7.369821 0.177412 -0.302527
38 H 5.692908 0.250163 1.494853
39 H 0.527450 1.320895 1.834992
40 H 0.939413 -0.113356 2.816638
41 H -1.357282 -0.284374 1.955015
42 H -0.766326 -0.051575 0.281460
43 H -2.977603 -0.897549 0.236931
44 H -3.720395 -1.973355 -2.362327
45 H -2.606727 -0.596558 -2.396231
46 H -5.357209 -0.633037 -1.050513
47 H -4.926186 0.218903 -2.542708
48 H -3.114159 2.015812 -2.417724
49 H -2.194668 3.856215 -1.070682
50 H -2.620843 3.945568 1.358168
51 H -3.991530 2.193335 2.426370
52 H -4.920423 0.361298 1.077390

Forces on atoms 1 to 2 (eV/Å):
O 0.160 -0.198 -0.271
C -0.039 0.002 0.491


# 2
Below is an isolated molecule of C21H27N3O4 at a distorted geometry, with properties calculated with wB97M-V/def2-TZVPD.

Results
Spin multiplicity ... 1
Total energy ... -1280.9386 hartree
Lowest unoccupied orbital energy ... -0.05 eV
Energy above the lowest of the compared OMol25 structures with the same formula, charge and spin ... 490.3 kcal per mole
Gap between HOMO and LUMO ... 7.2 eV
Highest occupied orbital energy ... -7.23 eV

CARTESIAN COORDINATES (ANGSTROEM)
1 C -0.914579 -2.093487 2.450486
2 O -0.794520 -2.336238 0.884595
3 C 0.311486 -1.823641 0.342055
4 C 1.355552 -0.991165 0.921312
5 C 2.472270 -0.740917 0.313646
6 C 3.535507 -0.052030 0.803743
7 C 3.994929 -0.264616 2.171768
8 O 4.217726 0.642194 0.096692
9 C 2.421961 -1.024009 -0.946178
10 C 1.540935 -1.614436 -1.821546
11 C 0.462305 -2.040582 -1.032133
12 O -0.766360 -2.735615 -1.516124
13 C -0.940207 -2.682256 -2.841065
14 C -1.278734 -1.033313 -3.132862
15 O -1.926434 -0.693691 -4.485392
16 C -2.447944 -0.508518 -2.164233
17 N -2.708569 0.791938 -1.794701
18 C -1.701698 1.765798 -2.119111
19 C -0.396363 1.522691 -1.278250
20 N -0.945572 1.607720 0.298991
21 C -0.023013 1.954188 1.245514
22 C 1.157616 2.422312 1.054466
23 C 2.166908 2.710769 2.052828
24 C 1.466057 2.153928 3.639310
25 C 0.269739 1.590059 3.542104
26 N -0.463033 1.360619 2.621796
27 C -2.086721 0.933837 0.427596
28 C -3.207436 1.103024 -0.639774
29 H -0.907868 -0.989716 2.561934
30 H -0.194411 -2.583001 3.008485
31 H -1.981670 -2.487809 2.742074
32 H 1.368141 -1.020854 1.820401
33 H 4.988294 0.099601 2.655855
34 H 3.179277 0.264184 2.779540
35 H 3.893402 -1.319961 2.481283
36 H 3.225677 -0.687096 -1.839518
37 H 1.629998 -1.841584 -2.803021
38 H -0.316871 -2.848700 -3.443526
39 H -2.066537 -3.084192 -2.870481
40 H -0.486947 -0.661123 -2.783238
41 H -2.709109 -1.293330 -4.584806
42 H -3.351234 -1.127895 -2.299164
43 H -2.399115 -1.166429 -1.080311
44 H -1.195629 1.513608 -3.079024
45 H -1.906280 2.687734 -2.144093
46 H 0.342602 2.487839 -1.448495
47 H 0.005670 0.432689 -1.078337
48 H 1.449849 2.864114 0.211555
49 H 3.031839 3.010049 2.066784
50 H 2.016360 2.410405 4.539083
51 H -0.302224 1.338168 4.501867
52 H -2.520342 1.471478 1.391621
53 H -1.862176 -0.262309 0.573106
54 H -4.132736 0.624798 -0.372424
55 H -3.569770 2.244765 -0.602683

Forces on atoms 1 to 2 (eV/Å):
C -3.791 1.058 -3.051
O -0.042 0.283 3.857


Question: Which formula does entry 1 have?
Answer: C21H27N3O